(1)
ORCA calculation (ωB97M-V with the def2-TZVPD basis set) on the molecule C10H13OP at a distorted geometry.

```
! RIJCOSX wB97M-V def2-TZVPD def2/J DEFGRID3
* xyz 0 1
C -0.91 3.04 -1.59
C 0.44 2.86 -1.41
C -1.73 1.96 -1.39
C 0.90 1.68 -0.98
C -1.28 0.74 -0.99
C 0.04 0.62 -0.67
C -0.95 -2.56 0.62
C 1.40 -0.66 1.01
C -0.11 -2.02 -0.56
C 0.67 -0.76 -0.30
O 3.28 -1.73 -1.02
P 2.30 -1.03 -1.81
H -1.40 4.01 -1.78
H 1.26 3.49 -1.54
H -2.78 2.08 -1.30
H 2.00 1.51 -0.68
H -2.08 0.17 -0.55
H -0.45 -2.75 1.56
H -1.38 -3.49 0.32
H -1.80 -1.96 0.89
H 0.77 -1.12 1.82
H 2.30 -1.22 0.92
H 1.61 0.41 1.29
H -0.80 -1.80 -1.41
H 0.53 -2.83 -0.80
*
```

Output
energy above the lowest of the compared OMol25 structures with the same formula, charge and spin = 10.0 kcal/mol
SMILES string = CC[C@@](C)(P=O)c1ccccc1
gap between HOMO and LUMO = 0.2702 Eh

***

(2)
ORCA calculation (ωB97M-V with the def2-TZVPD basis set) on a structure of composition C33H24CrIN3O6 at a distorted geometry.

```
! RIJCOSX wB97M-V def2-TZVPD def2/J DEFGRID3
* xyz -1 4
Cr -0.48 0.17 -0.61
O -0.60 -0.64 -2.36
C 0.31 -0.57 -3.27
C 0.09 -1.36 -4.44
C 0.97 -1.38 -5.49
C 2.16 -0.61 -5.44
C 2.38 0.17 -4.34
C 1.50 0.23 -3.24
C 1.85 1.16 -2.20
N 1.20 1.29 -1.09
C 1.53 2.28 -0.08
C 1.43 1.62 1.29
N 0.22 0.80 1.32
C -0.01 0.04 2.33
C -1.09 -0.94 2.44
C -1.20 -1.62 3.67
C -2.20 -2.53 3.95
C -3.14 -2.82 2.94
C -3.04 -2.20 1.71
C -2.03 -1.25 1.39
O -2.00 -0.75 0.20
H -0.81 -1.96 -4.46
H 0.76 -2.01 -6.35
H 2.86 -0.63 -6.25
H 3.29 0.77 -4.28
H 2.71 1.82 -2.36
H 0.77 3.07 -0.15
H 2.50 2.72 -0.25
H 1.43 2.36 2.09
H 2.31 0.97 1.45
H 0.67 0.12 3.19
H -0.44 -1.39 4.42
H -2.26 -2.98 4.94
H -3.92 -3.53 3.13
H -3.76 -2.40 0.91
I -2.73 2.10 1.84
C -1.87 3.50 0.56
C -1.70 4.77 1.05
C -1.43 5.83 0.15
C -1.45 5.59 -1.18
C -1.67 4.29 -1.70
C -1.83 4.10 -3.10
C -2.07 2.83 -3.56
C -1.94 1.74 -2.68
C -1.67 1.84 -1.33
C -1.73 3.18 -0.82
H -1.81 4.98 2.12
H -1.30 6.82 0.56
H -1.37 6.41 -1.89
H -1.81 4.96 -3.75
H -2.33 2.67 -4.60
H -1.98 0.74 -3.12
O -0.47 -3.14 -0.56
C 0.40 -2.55 0.07
O 0.82 -1.35 -0.17
C 1.05 -3.24 1.28
C 0.54 -4.45 1.70
C 1.03 -5.02 2.86
C 2.03 -4.42 3.57
C 2.54 -3.22 3.12
C 2.05 -2.61 1.99
N 3.60 -2.54 3.90
O 3.89 -1.40 3.58
O 4.09 -3.14 4.85
H -0.26 -4.87 1.11
H 0.57 -5.92 3.28
H 2.44 -4.83 4.48
H 2.42 -1.66 1.66
*
```

Output
energy above the lowest of the compared OMol25 structures with the same formula, charge and spin = 0.0 kcal/mol
gap between HOMO and LUMO (spin up / spin down) = 0.2451 / 0.2475 Eh

***

(3)
ORCA calculation (ωB97M-V with the def2-TZVPD basis set) on a structure of composition C44H38N7O3SY at a distorted geometry.

```
! RIJCOSX wB97M-V def2-TZVPD def2/J DEFGRID3
* xyz 0 1
Y 0.09 -1.93 1.77
C -3.40 -0.38 3.85
C -2.97 -1.74 3.39
C -1.90 -2.41 3.98
C -1.54 -3.69 3.55
C -2.24 -4.31 2.52
C -3.31 -3.66 1.94
C -3.67 -2.39 2.37
H -4.14 -0.47 4.66
H -3.88 0.18 3.05
H -2.57 0.20 4.25
H -1.36 -1.95 4.80
H -0.72 -4.21 4.04
H -1.93 -5.29 2.17
H -3.86 -4.13 1.13
H -4.50 -1.88 1.90
C -2.25 3.28 0.80
C -1.18 3.95 -0.07
C -0.74 5.24 0.63
C -1.81 4.28 -1.43
C 0.02 3.04 -0.29
C 1.13 3.53 -1.01
C 2.27 2.79 -1.21
C 2.31 1.50 -0.70
S 3.62 0.36 -0.68
C 2.63 -0.74 0.22
N 1.41 -0.31 0.46
C 1.22 0.97 -0.02
C 0.08 1.75 0.20
C 3.15 -2.00 0.77
C 4.46 -2.41 0.49
C 4.95 -3.55 1.08
C 4.15 -4.27 1.96
C 2.85 -3.86 2.22
C 2.30 -2.70 1.65
H -3.07 3.98 0.96
H -1.87 2.99 1.78
H -2.66 2.39 0.32
H -1.60 5.89 0.79
H -0.01 5.79 0.04
H -0.29 5.02 1.60
H -2.70 4.90 -1.29
H -2.10 3.37 -1.96
H -1.11 4.84 -2.06
H 1.09 4.54 -1.41
H 3.10 3.21 -1.76
H -0.73 1.34 0.79
H 5.09 -1.84 -0.19
H 5.97 -3.87 0.88
H 4.54 -5.16 2.43
H 2.26 -4.46 2.89
C 2.13 3.96 -4.63
O 2.38 2.64 -4.19
C 1.41 1.71 -4.43
C 1.74 0.40 -4.08
C 0.85 -0.63 -4.31
C -0.38 -0.36 -4.91
C -0.70 0.94 -5.26
C 0.18 1.99 -5.00
N -1.30 -1.35 -5.41
N -1.59 -2.39 -4.81
C -1.15 -2.62 -3.46
C -0.45 -3.77 -3.18
C -0.07 -4.09 -1.87
C -0.45 -3.30 -0.80
O -0.19 -3.59 0.45
C -1.22 -2.12 -1.09
N -1.60 -1.36 -0.01
C -2.42 -0.35 -0.21
C -2.89 0.01 -1.48
C -2.46 -0.69 -2.57
C -1.59 -1.79 -2.41
H 3.04 4.52 -4.42
H 1.29 4.41 -4.08
H 1.92 3.99 -5.70
H 2.71 0.20 -3.65
H 1.14 -1.64 -4.07
H -1.63 1.13 -5.78
H -0.10 3.00 -5.28
H -0.19 -4.43 -3.99
H 0.49 -5.00 -1.67
H -2.71 0.21 0.67
H -3.58 0.84 -1.58
H -2.80 -0.42 -3.56
N 2.70 -0.35 3.92
C 1.41 -0.06 4.19
O 0.50 -0.56 3.42
C 1.09 0.75 5.28
C 2.13 1.26 6.09
N 3.05 1.61 6.69
C -0.25 1.10 5.53
N -1.35 1.39 5.74
H 3.44 0.03 4.48
H 2.91 -1.00 3.17
*
```

Output
gap between HOMO and LUMO = 0.2636 Eh

***

(4)
ORCA calculation (ωB97M-V with the def2-TZVPD basis set) on a cluster of 7 separate species, C46H63BrF14I2N3O20 in total at a distorted geometry.

```
! RIJCOSX wB97M-V def2-TZVPD def2/J DEFGRID3
* xyz 1 1
C -1.67 1.02 3.83
C -2.34 2.26 3.35
C -3.69 2.27 2.37
O -4.75 3.01 2.75
O -3.62 1.45 1.14
C -4.81 1.68 0.30
C -4.56 1.01 -1.21
C -4.64 -0.63 -1.22
C -3.27 -1.37 -0.63
C -1.92 -1.01 -1.53
C -0.83 -0.31 -0.49
N 0.59 -0.45 -0.83
C 1.24 0.57 -1.69
N 1.87 1.74 -1.04
C 1.16 2.66 -0.18
Br -0.56 3.49 -0.77
C 0.91 2.20 1.41
C 2.33 2.04 2.25
N 1.42 0.47 -3.09
C 0.91 -0.78 -3.85
I -0.74 -0.31 -5.27
C 2.12 -1.67 -4.54
C 1.98 -1.83 -6.18
I 2.42 -3.67 -3.76
C 2.16 1.57 -3.87
F 3.59 1.73 -3.44
F 2.30 1.25 -5.35
C 1.34 3.01 -3.94
F 1.61 3.65 -5.29
F -0.13 2.79 -3.94
F 1.83 4.03 -2.97
C 1.46 -1.27 0.04
F 1.46 -0.90 1.51
F 2.88 -1.05 -0.40
C 1.08 -2.90 0.10
F 0.13 -3.04 1.28
F 0.32 -3.38 -1.07
C 2.37 -3.84 0.53
F 3.03 -3.36 1.80
F 3.44 -3.93 -0.48
C 1.93 -5.42 0.88
F 3.24 -6.17 0.91
F 1.09 -6.05 -0.16
F 1.39 -5.49 2.26
H -1.84 -0.05 3.35
H -0.90 1.11 4.72
H -1.86 3.30 3.65
H -5.79 1.24 0.77
H -4.91 2.84 0.13
H -5.38 1.47 -1.95
H -3.53 1.44 -1.58
H -5.62 -1.00 -0.63
H -4.76 -0.96 -2.35
H -3.53 -2.53 -0.62
H -3.17 -1.06 0.50
H -2.27 -0.20 -2.32
H -1.50 -1.93 -2.12
H -1.26 0.75 -0.27
H -1.01 -0.90 0.54
H 2.89 1.61 -0.83
H 1.88 3.61 -0.04
H 0.37 3.14 1.90
H 0.17 1.31 1.53
H 2.98 3.01 2.30
H 2.94 1.17 1.70
H 2.13 1.62 3.34
H 0.39 -1.57 -3.13
H 3.13 -1.06 -4.34
H 3.00 -2.32 -6.55
H 1.88 -0.83 -6.77
H 1.13 -2.62 -6.43
C -2.60 -0.98 8.70
C -1.95 0.37 8.97
C -2.88 1.53 8.79
O -1.99 2.58 8.48
C -0.90 2.00 7.89
O -0.01 2.62 7.32
O -0.94 0.64 8.02
H -1.84 -1.77 8.70
H -3.35 -1.21 9.45
H -3.07 -1.00 7.71
H -1.49 0.37 9.97
H -3.45 1.76 9.70
H -3.58 1.41 7.96
C -2.31 1.49 -10.60
C -3.38 1.03 -9.63
C -3.56 1.94 -8.45
O -4.07 1.06 -7.46
C -3.59 -0.18 -7.78
O -3.67 -1.15 -7.04
O -3.02 -0.19 -9.01
H -2.13 0.72 -11.36
H -2.61 2.42 -11.11
H -1.36 1.66 -10.09
H -4.33 0.87 -10.16
H -4.27 2.75 -8.65
H -2.62 2.37 -8.08
C 1.73 -3.93 12.21
C 0.85 -4.17 11.00
C 0.99 -3.11 9.94
O -0.26 -3.17 9.29
C -1.16 -3.62 10.21
O -2.37 -3.62 10.06
O -0.52 -4.07 11.34
H 1.47 -4.64 13.01
H 2.79 -4.04 11.96
H 1.57 -2.93 12.63
H 1.03 -5.17 10.60
H 1.81 -3.33 9.24
H 1.13 -2.10 10.34
C 6.49 4.46 -2.06
C 5.42 4.00 -1.09
C 5.24 4.91 0.09
O 4.73 4.03 1.08
C 5.21 2.78 0.76
O 5.13 1.81 1.50
O 5.78 2.78 -0.47
H 6.67 3.69 -2.82
H 6.19 5.38 -2.57
H 7.44 4.63 -1.55
H 4.47 3.84 -1.62
H 4.53 5.72 -0.11
H 6.18 5.34 0.46
C -4.61 3.22 -15.27
C -5.34 3.50 -13.98
C -5.36 4.95 -13.60
O -5.49 4.90 -12.19
C -4.94 3.71 -11.80
O -4.71 3.41 -10.64
O -4.68 2.91 -12.88
H -4.50 2.14 -15.42
H -5.14 3.64 -16.13
H -3.59 3.63 -15.25
H -6.36 3.09 -14.02
H -6.20 5.49 -14.05
H -4.42 5.48 -13.84
C 5.83 -6.71 7.79
C 4.67 -6.19 8.61
C 3.68 -5.39 7.82
O 3.11 -4.54 8.81
C 4.06 -4.39 9.78
O 4.00 -3.58 10.69
O 5.10 -5.26 9.59
H 6.59 -7.16 8.45
H 5.51 -7.46 7.07
H 6.33 -5.89 7.26
H 4.18 -7.02 9.14
H 2.91 -6.01 7.35
H 4.15 -4.75 7.05
*
```

Output
gap between HOMO and LUMO = 0.2187 Eh